This record from the Open Molecules 2025 dataset describes a structure of composition C43H111AlF4N9O40S4 at a distorted geometry. The level of theory is the ωB97M-V functional and the def2-TZVPD basis.

HOMO energy   -10.47 eV
Orbital gap   5.52 eV
Net charge   +1

Positions of all 212 atoms, in Å:
Al  5.265  -24.937  6.420
N  4.564  -21.189  9.551
S  3.705  -20.418  8.578
O  3.993  -19.009  8.507
O  2.404  -21.008  8.008
F  4.305  -23.732  5.654
S  6.222  -21.023  9.649
O  6.617  -20.090  8.670
O  6.851  -22.277  9.878
F  6.194  -20.217  11.091
N  7.087  -27.817  4.753
S  6.658  -26.354  4.343
O  7.534  -25.318  4.057
O  5.579  -25.980  5.199
F  6.086  -26.543  2.939
S  7.865  -28.858  3.777
O  8.068  -29.945  4.670
O  8.876  -28.571  2.782
F  6.494  -29.044  2.797
C  0.453  -25.341  3.935
O  0.320  -24.877  5.239
C  -0.906  -25.287  5.854
C  -1.027  -24.452  7.119
O  -1.045  -23.131  6.848
C  -2.096  -22.442  7.504
H  0.900  -26.346  3.880
H  1.064  -24.606  3.359
H  -0.549  -25.396  3.418
H  -0.957  -26.405  5.804
H  -1.754  -24.945  5.183
H  -0.186  -24.678  7.746
H  -1.999  -24.789  7.493
H  -2.021  -21.402  7.270
H  -2.002  -22.475  8.624
H  -3.061  -22.874  7.143
C  7.803  -22.849  6.849
O  7.036  -24.162  6.727
C  7.914  -25.177  7.159
C  7.868  -25.502  8.809
O  8.906  -26.339  9.160
C  8.880  -26.843  10.603
H  8.923  -22.902  6.487
H  7.704  -22.628  7.888
H  7.354  -22.030  6.252
H  8.932  -24.872  6.915
H  7.541  -26.137  6.786
H  6.874  -25.877  9.109
H  8.020  -24.524  9.226
H  8.356  -26.150  11.219
H  9.914  -26.932  10.794
H  8.439  -27.804  10.673
C  14.622  -30.115  3.739
O  13.292  -29.605  3.907
C  12.730  -29.235  2.636
C  12.630  -27.739  2.419
O  11.691  -27.117  3.273
C  11.164  -25.873  2.908
H  15.372  -29.390  3.394
H  14.590  -30.972  3.087
H  14.998  -30.396  4.734
H  11.699  -29.680  2.657
H  13.329  -29.678  1.859
H  12.407  -27.592  1.357
H  13.530  -27.215  2.647
H  10.778  -25.899  1.896
H  11.957  -25.128  3.012
H  10.338  -25.515  3.583
C  3.078  -20.438  3.509
O  2.725  -20.661  2.137
C  2.368  -19.476  1.381
C  2.586  -19.666  -0.101
O  1.706  -20.639  -0.687
C  2.359  -21.829  -0.978
H  3.135  -21.466  3.914
H  2.361  -19.911  4.071
H  4.043  -19.906  3.562
H  3.015  -18.625  1.718
H  1.381  -19.141  1.662
H  3.627  -20.015  -0.188
H  2.485  -18.764  -0.727
H  1.635  -22.397  -1.555
H  2.645  -22.428  -0.063
H  3.159  -21.734  -1.714
C  3.763  -25.658  -2.300
O  4.178  -26.898  -2.845
C  5.369  -26.726  -3.681
C  5.689  -27.995  -4.303
O  6.322  -28.870  -3.362
C  6.734  -30.118  -3.905
H  4.527  -25.226  -1.586
H  2.810  -25.849  -1.818
H  3.573  -24.868  -3.100
H  6.219  -26.428  -3.047
H  5.139  -26.038  -4.493
H  6.321  -27.795  -5.232
H  4.724  -28.439  -4.628
H  7.401  -30.623  -3.245
H  7.281  -29.881  -4.815
H  5.876  -30.791  -4.063
C  9.828  -21.680  3.410
O  8.564  -21.380  2.937
C  8.028  -22.272  1.961
C  6.493  -22.431  2.194
O  6.018  -23.205  1.120
C  4.850  -24.037  1.420
H  10.141  -20.721  3.744
H  10.533  -21.949  2.650
H  9.793  -22.431  4.208
H  8.510  -23.291  2.023
H  8.177  -21.837  0.958
H  6.099  -21.400  2.178
H  6.414  -22.889  3.198
H  4.002  -23.373  1.530
H  5.101  -24.490  2.386
H  4.700  -24.750  0.626
C  2.381  -23.301  11.234
O  2.017  -23.931  10.003
C  3.285  -24.533  9.736
C  3.154  -25.131  8.341
O  4.626  -25.499  7.984
C  4.689  -26.883  8.251
H  1.591  -22.659  11.657
H  3.333  -22.721  11.137
H  2.414  -24.056  12.006
H  3.563  -25.302  10.495
H  3.963  -23.707  9.626
H  2.783  -24.339  7.701
H  2.589  -26.003  8.081
H  5.693  -27.233  8.204
H  4.064  -27.452  7.571
H  4.258  -27.041  9.168
C  3.995  -32.801  8.384
O  4.080  -31.425  7.949
C  3.700  -31.161  6.609
C  4.623  -31.767  5.646
O  4.381  -33.159  5.473
C  4.569  -33.564  4.125
H  4.866  -33.394  8.162
H  3.146  -33.230  7.828
H  3.784  -32.930  9.442
H  3.594  -30.090  6.508
H  2.708  -31.567  6.487
H  5.662  -31.616  5.995
H  4.575  -31.285  4.660
H  5.541  -33.971  4.005
H  4.366  -32.790  3.371
H  3.951  -34.423  3.882
C  7.285  -32.876  1.229
O  6.125  -32.256  0.675
C  6.325  -30.998  0.122
C  5.119  -30.211  -0.253
O  4.475  -30.926  -1.312
C  3.306  -30.316  -1.697
H  8.014  -33.027  0.371
H  6.997  -33.836  1.694
H  7.807  -32.256  1.975
H  6.984  -31.139  -0.788
H  6.886  -30.306  0.816
H  5.392  -29.193  -0.530
H  4.498  -30.188  0.685
H  3.508  -29.284  -2.077
H  2.692  -30.220  -0.799
H  2.780  -30.920  -2.464
C  1.493  -30.804  9.486
N  1.902  -29.413  9.654
O  2.657  -29.243  10.598
O  1.645  -28.629  8.777
H  1.307  -31.148  10.493
H  2.348  -31.292  9.068
H  0.645  -30.847  8.769
C  6.804  -26.607  -0.119
N  8.071  -27.377  -0.137
O  7.854  -28.545  -0.389
O  9.169  -26.874  0.028
H  6.783  -26.136  -1.087
H  6.758  -25.888  0.688
H  6.005  -27.326  -0.113
C  -0.286  -21.659  4.029
N  -1.333  -20.634  4.236
O  -2.473  -20.938  4.457
O  -0.879  -19.454  4.353
H  0.620  -21.381  4.504
H  -0.023  -21.727  2.957
H  -0.676  -22.632  4.366
C  11.050  -31.742  5.047
N  10.159  -32.339  4.017
O  10.620  -32.549  2.905
O  9.037  -32.733  4.349
H  11.452  -32.558  5.716
H  10.381  -31.012  5.617
H  11.825  -31.179  4.522
C  1.403  -31.245  2.106
N  1.680  -29.781  2.392
O  1.314  -29.426  3.531
O  2.220  -29.146  1.504
H  1.312  -31.451  1.058
H  0.536  -31.541  2.620
H  2.317  -31.657  2.503
C  4.179  -34.463  -1.333
N  3.539  -34.085  -0.049
O  2.546  -33.387  -0.042
O  4.118  -34.450  0.950
H  4.085  -35.598  -1.306
H  5.207  -34.040  -1.315
H  3.630  -34.008  -2.111
C  7.344  -32.247  8.964
N  7.950  -30.831  9.010
O  8.968  -30.627  8.380
O  7.373  -30.056  9.751
H  7.494  -32.688  7.987
H  6.314  -32.096  9.362
H  7.957  -32.775  9.692

This record from the Open Molecules 2025 dataset describes a structure of composition C43H112F3N9O12Pd at a distorted geometry. The level of theory is the ωB97M-V functional and the def2-TZVPD basis.

Multiplicity   3
HOMO energy (alpha / beta)   -7.56 / -7.42 eV
Orbital gap (alpha / beta)   7.97 / 7.69 eV

Positions of all 180 atoms, in Å:
Pd  3.329  1.655  -1.170
C  5.823  1.966  0.174
O  4.544  1.503  0.647
O  5.511  2.335  -1.099
C  6.470  3.110  1.003
F  7.605  3.542  0.463
F  5.657  4.202  1.061
F  6.699  2.768  2.275
C  4.347  1.234  2.044
C  4.802  -0.157  2.439
H  4.650  -0.940  1.700
H  5.864  -0.161  2.695
H  4.243  -0.375  3.354
H  3.265  1.316  2.195
H  4.689  1.952  2.792
H  6.579  1.166  0.197
C  -0.417  1.622  0.726
C  0.491  0.442  0.415
C  -0.292  -0.808  0.025
O  1.505  0.706  -0.482
H  -1.019  1.456  1.620
H  -1.010  1.919  -0.142
H  0.231  2.465  0.982
H  0.981  0.224  1.387
H  -1.047  -0.985  0.806
H  0.300  -1.696  -0.185
H  -0.961  -0.628  -0.824
C  -6.005  6.348  2.520
C  -5.878  5.132  1.580
C  -4.786  4.188  2.070
O  -4.595  3.121  1.163
C  -3.864  2.062  1.718
N  -7.183  4.452  1.523
H  -5.092  6.941  2.578
H  -6.389  6.067  3.499
H  -6.740  7.004  2.049
H  -5.686  5.535  0.586
H  -5.118  3.762  3.028
H  -3.814  4.691  2.162
H  -4.429  1.561  2.512
H  -2.885  2.368  2.098
H  -3.634  1.285  0.988
H  -7.118  3.804  0.739
H  -7.266  3.812  2.311
C  -5.212  -0.288  -5.132
C  -4.889  1.187  -5.171
C  -3.618  1.581  -4.428
O  -3.733  1.273  -3.061
C  -2.474  1.352  -2.416
N  -4.779  1.636  -6.572
H  -5.961  -0.541  -5.882
H  -5.477  -0.592  -4.120
H  -4.356  -0.912  -5.416
H  -5.737  1.703  -4.703
H  -3.356  2.631  -4.604
H  -2.816  0.976  -4.877
H  -2.669  1.204  -1.356
H  -2.008  2.321  -2.622
H  -1.827  0.544  -2.774
H  -5.688  1.628  -7.016
H  -4.447  2.593  -6.610
C  3.280  -2.483  -2.060
C  4.206  -1.329  -1.639
C  5.693  -1.591  -1.736
O  6.021  -1.672  -3.124
C  7.294  -2.206  -3.396
N  3.864  -0.113  -2.451
H  3.391  -2.772  -3.108
H  2.250  -2.200  -1.843
H  3.466  -3.420  -1.525
H  3.909  -1.247  -0.589
H  5.862  -2.596  -1.330
H  6.301  -0.827  -1.248
H  7.408  -3.208  -2.972
H  8.148  -1.565  -3.173
H  7.301  -2.363  -4.477
H  4.642  -0.118  -3.117
H  3.128  -0.437  -3.099
C  -1.214  -6.500  1.202
C  -2.561  -5.832  1.462
C  -3.386  -5.656  0.192
O  -2.752  -5.067  -0.916
C  -2.059  -3.860  -0.715
N  -3.344  -6.526  2.481
H  -0.632  -5.888  0.501
H  -1.210  -7.479  0.722
H  -0.578  -6.397  2.085
H  -2.334  -4.833  1.855
H  -4.296  -5.070  0.376
H  -3.756  -6.635  -0.129
H  -1.137  -4.063  -0.155
H  -2.611  -3.047  -0.239
H  -1.680  -3.554  -1.689
H  -2.769  -6.559  3.318
H  -3.396  -7.508  2.214
C  1.479  -2.532  3.015
C  1.554  -4.017  2.662
C  2.234  -4.136  1.298
O  2.078  -5.386  0.636
C  3.027  -6.360  1.031
N  2.304  -4.718  3.729
H  1.014  -2.488  4.007
H  0.896  -1.926  2.326
H  2.470  -2.107  3.183
H  0.567  -4.452  2.455
H  3.294  -3.862  1.361
H  1.747  -3.409  0.643
H  2.905  -6.596  2.088
H  4.054  -6.139  0.736
H  2.785  -7.289  0.510
H  1.993  -5.684  3.646
H  1.911  -4.382  4.606
C  1.687  -2.571  -5.885
C  1.409  -1.228  -6.545
C  2.229  -0.120  -5.875
O  2.006  0.028  -4.483
C  0.707  0.540  -4.160
N  1.696  -1.265  -7.972
H  1.485  -2.597  -4.818
H  2.753  -2.791  -6.008
H  1.138  -3.366  -6.395
H  0.346  -1.024  -6.366
H  1.921  0.788  -6.419
H  3.312  -0.206  -5.972
H  0.550  1.404  -4.815
H  0.706  0.780  -3.096
H  -0.062  -0.203  -4.384
H  1.140  -0.553  -8.434
H  1.389  -2.150  -8.359
C  0.851  3.983  -2.586
C  2.327  4.389  -2.478
C  2.725  4.811  -1.061
O  2.620  3.775  -0.095
C  2.229  4.287  1.159
N  3.096  3.155  -2.848
H  0.175  4.632  -2.027
H  0.736  2.977  -2.175
H  0.552  3.983  -3.635
H  2.586  5.157  -3.208
H  2.083  5.662  -0.822
H  3.779  5.108  -1.064
H  1.199  4.656  1.205
H  2.886  5.109  1.459
H  2.273  3.484  1.893
H  2.855  2.857  -3.793
H  4.042  3.515  -3.008
C  -1.014  4.118  3.835
C  0.421  3.606  3.954
C  0.537  2.136  3.592
O  -0.051  1.365  4.623
C  -0.276  0.043  4.198
N  1.269  4.411  3.066
H  -1.666  3.617  4.555
H  -1.415  3.867  2.851
H  -1.122  5.184  4.035
H  0.810  3.734  4.970
H  1.589  1.841  3.488
H  0.034  1.940  2.638
H  -0.879  -0.522  4.902
H  0.661  -0.488  3.989
H  -0.824  0.041  3.247
H  2.246  4.226  3.252
H  1.086  5.398  3.164
C  -3.367  -1.685  2.324
C  -3.764  -2.263  3.669
C  -4.485  -1.193  4.498
O  -3.605  -0.118  4.752
C  -4.151  0.802  5.673
N  -4.638  -3.435  3.567
H  -2.582  -0.925  2.416
H  -4.141  -1.160  1.758
H  -2.905  -2.423  1.660
H  -2.900  -2.585  4.253
H  -4.908  -1.626  5.412
H  -5.384  -0.849  3.965
H  -4.922  1.423  5.202
H  -3.361  1.549  5.814
H  -4.376  0.328  6.629
H  -5.296  -3.274  2.808
H  -4.114  -4.241  3.242